The following is a DFT calculation (wB97M-V/def2-TZVPD) of a 4-piece molecular cluster, C2H12N2O3 overall at a distorted geometry.

Last columns: bonded neighbours and bond lengths (Å).
Geometry (Å):
1 O -0.16246 -2.34046 0.71684  H17 0.956, H18 0.965
2 O 0.79964 1.19659 1.60982  H15 1.007, H19 0.980
3 O 2.56054 -2.95290 -0.88884  H13 0.972, H14 0.956
4 N -0.83119 1.35547 -1.72537  C6 1.314, C7 1.490
5 N -1.84401 1.23124 0.45876  C6 1.435, H11 1.074, H16 1.018
6 C -1.89335 1.45234 -0.95821  N4 1.314, N5 1.435, H10 1.068
7 C 0.33859 0.57611 -1.23030  N4 1.490, H8 1.083, H9 1.129, H12 1.013
8 H 1.19576 1.13662 -0.87693  C7 1.083
9 H 0.02582 -0.11726 -0.39647  C7 1.129
10 H -2.91588 1.60091 -1.22880  C6 1.068
11 H -1.03210 0.79597 1.01047  N5 1.074
12 H 0.73366 0.00424 -1.96788  C7 1.013
13 H 2.23094 -2.04107 -0.81777  O3 0.972
14 H 2.40145 -3.22840 0.01270  O3 0.956
15 H 0.32480 1.63645 2.38156  O2 1.007
16 H -2.51686 1.70756 1.05641  N5 1.018
17 H -1.11764 -2.34443 0.68869  O1 0.956
18 H 0.15213 -1.43360 0.81991  O1 0.965
19 H 1.55020 1.76464 1.33542  O2 0.980

Properties
- Kohn-Sham gap: 8.866 eV
- SMILES: C/N=C\N.O.O.O
- HOMO level: -8.75 eV
- M: 112.13 g mol⁻¹
- E_LUMO: 0.12 eV
- DFT total energy: -11389.67299 eV
- Energy relative to the best compared isomer or geometry (same formula, charge and spin): 47.9 kcal/mol
- Strongest force on any atom: 4.93 eV Å⁻¹
- Multiplicity: 1

=====

The following is a DFT calculation (wB97M-V/def2-TZVPD) of an isolated ion of composition C3H4NO and charge +1 at a distorted geometry.

Last columns: bonded neighbours and bond lengths (Å).
Geometry (Å):
1 O 1.46888 -0.84469 -0.06809  N2 1.402, C4 1.424
2 N 1.78211 0.51676 0.04645  O1 1.402, C3 1.207
3 C 0.66422 0.96791 -0.01817  N2 1.207, C4 1.897, C5 1.375
4 C 0.05233 -0.82496 0.07841  O1 1.424, C3 1.897, C5 1.860, H6 1.087, H8 1.209
5 C -0.70272 0.86289 -0.12502  C3 1.375, C4 1.860, H7 1.123, H9 1.020
6 H -0.30998 -1.12103 1.05991  C4 1.087
7 H -1.10166 1.10941 -1.14556  C5 1.123
8 H -0.56965 -1.66331 -0.53056  C4 1.209
9 H -1.28352 0.99702 0.70264  C5 1.020

Properties
- Kohn-Sham gap: 9.723 eV
- HOMO level: -16.92 eV
- M: 70.07 g mol⁻¹
- E_LUMO: -7.20 eV
- DFT total energy: -6698.82653 eV
- Energy relative to the best compared isomer or geometry (same formula, charge and spin): 134.8 kcal/mol
- Total charge: +1
- Strongest force on any atom: 4.72 eV Å⁻¹
- Multiplicity: 1

=====

The following is a DFT calculation (wB97M-V/def2-TZVPD) of a 2-piece molecular cluster, C2H3F3OS overall at a distorted geometry.

Last columns: bonded neighbours and bond lengths (Å).
Geometry (Å):
1 S 0.27671 1.61198 0.51712  O5 1.579
2 F -3.64298 1.66771 -2.66652  C7 1.365
3 F -1.54838 1.47295 -2.51839  C7 1.253
4 F -2.70857 1.03200 -0.77788  C7 1.333
5 O -0.36995 0.22130 0.89399  S1 1.579, C6 1.273
6 C -0.50548 -0.78284 0.12369  O5 1.273, H9 1.141, H10 1.085
7 C -2.55632 1.80652 -1.85227  F2 1.365, F3 1.253, F4 1.333, H8 1.121
8 H -2.61495 2.89191 -1.57716  C7 1.121
9 H -1.06507 -1.58819 0.70690  C6 1.141
10 H -0.70966 -0.60890 -0.92784  C6 1.085

Properties
- Kohn-Sham gap (alpha / beta): 8.256 / 7.312 eV
- HOMO level (alpha / beta): -8.82 / -8.65 eV
- M: 132.11 g mol⁻¹
- E_LUMO (alpha / beta): -0.57 / -1.33 eV
- DFT total energy: -23154.29219 eV
- Energy relative to the best compared isomer or geometry (same formula, charge and spin): 52.3 kcal/mol
- Strongest force on any atom: 4.92 eV Å⁻¹
- Multiplicity: 1

=====

What did the second record say?
The following is a DFT calculation (wB97M-V/def2-TZVPD) of an isolated ion of composition C3H4NO and charge +1 at a distorted geometry.

Last columns: bonded neighbours and bond lengths (Å).
Geometry (Å):
1 O 1.46888 -0.84469 -0.06809  N2 1.402, C4 1.424
2 N 1.78211 0.51676 0.04645  O1 1.402, C3 1.207
3 C 0.66422 0.96791 -0.01817  N2 1.207, C4 1.897, C5 1.375
4 C 0.05233 -0.82496 0.07841  O1 1.424, C3 1.897, C5 1.860, H6 1.087, H8 1.209
5 C -0.70272 0.86289 -0.12502  C3 1.375, C4 1.860, H7 1.123, H9 1.020
6 H -0.30998 -1.12103 1.05991  C4 1.087
7 H -1.10166 1.10941 -1.14556  C5 1.123
8 H -0.56965 -1.66331 -0.53056  C4 1.209
9 H -1.28352 0.99702 0.70264  C5 1.020

Properties
- Kohn-Sham gap: 9.723 eV
- HOMO level: -16.92 eV
- M: 70.07 g mol⁻¹
- E_LUMO: -7.20 eV
- DFT total energy: -6698.82653 eV
- Energy relative to the best compared isomer or geometry (same formula, charge and spin): 134.8 kcal/mol
- Total charge: +1
- Strongest force on any atom: 4.72 eV Å⁻¹
- Multiplicity: 1